[1]
{"formula": "C14H23N3O8", "method": "ωB97M-V with the def2-TZVPD basis set", "species": ["O", "O", "O", "O", "O", "O", "O", "O", "C", "C", "C", "C", "C", "N", "N", "N", "C", "C", "C", "C", "C", "C", "C", "C", "C", "H", "H", "H", "H", "H", "H", "H", "H", "H", "H", "H", "H", "H", "H", "H", "H", "H", "H", "H", "H", "H", "H", "H"], "coordinates": [[0.912, -3.887, -1.348], [-1.452, 2.078, -1.576], [1.708, 5.652, 2.607], [1.246, -0.413, 2.611], [-2.638, -3.634, -3.159], [-1.419, 2.298, 0.630], [2.102, 4.558, 4.507], [2.766, -0.091, 4.243], [0.084, -3.067, -1.721], [-1.390, 1.611, -0.413], [1.844, 4.586, 3.271], [2.259, 0.136, 3.009], [-3.050, -2.692, -2.482], [-4.242, -2.130, -2.729], [1.322, 3.300, 1.088], [-0.993, -2.834, -0.969], [0.327, -2.314, -3.014], [-5.144, -2.542, -3.801], [4.460, 0.507, 1.850], [-1.347, 0.083, -0.257], [1.739, 3.217, 2.518], [3.101, 2.499, 2.567], [3.034, 1.045, 2.051], [-2.052, -0.599, -1.436], [-2.247, -2.119, -1.291], [2.083, -0.627, 4.668], [-4.492, -1.321, -2.180], [1.365, 4.282, 0.802], [0.349, 2.964, 0.977], [-0.954, -3.297, -0.078], [0.537, -1.273, -2.776], [-0.539, -2.379, -3.664], [1.187, -2.749, -3.517], [-5.967, -1.834, -3.892], [-4.595, -2.580, -4.745], [-5.537, -3.537, -3.586], [5.023, 0.536, 2.788], [4.990, 1.111, 1.106], [4.428, -0.527, 1.493], [-0.308, -0.251, -0.213], [-1.849, -0.214, 0.668], [0.998, 2.620, 3.058], [3.481, 2.498, 3.593], [3.807, 3.072, 1.957], [2.508, 1.038, 1.091], [-3.040, -0.145, -1.523], [-1.513, -0.391, -2.359], [-2.893, -2.244, -0.424]], "atomic_forces_ev_per_a": [[0.3, -0.2, 0.2], [0.1, -0.7, -0.4], [0.0, -0.9, -0.2], [0.6, 0.0, 1.1], [-0.3, 0.4, 0.2], [0.0, -0.6, 0.4], [-0.1, -0.8, -0.4], [-0.1, 0.3, -0.2], [1.2, -0.5, -0.9], [-0.5, 1.3, -0.1], [0.2, 1.4, 0.3], [-0.7, 0.0, -2.2], [1.3, -1.3, -0.3], [-1.0, 1.0, 0.3], [-0.1, 0.0, 0.7], [-2.1, 0.6, 0.0], [-0.3, 0.0, 0.3], [0.6, -0.1, 0.3], [-0.2, -0.2, 0.1], [-0.3, -0.6, -0.5], [0.0, 0.2, -0.9], [-0.4, -0.2, 0.5], [0.8, 0.5, 0.7], [0.2, 0.0, 0.0], [0.5, 0.5, 0.2], [0.0, -0.1, 0.1], [0.0, -0.1, -0.2], [-0.1, -0.3, 0.3], [0.6, 0.5, 0.0], [-0.1, -0.1, 0.0], [0.0, 0.1, -0.1], [-0.1, 0.1, -0.1], [0.0, -0.1, 0.2], [0.1, 0.0, 0.1], [-0.1, -0.1, 0.0], [-0.1, 0.0, -0.1], [0.0, 0.0, -0.1], [-0.1, 0.0, 0.1], [0.1, 0.0, 0.0], [0.0, 0.0, 0.2], [0.2, 0.1, 0.1], [0.0, 0.0, 0.1], [0.0, 0.0, 0.0], [-0.1, -0.1, -0.1], [-0.1, -0.1, 0.3], [0.0, 0.2, -0.2], [-0.1, 0.2, 0.0], [0.0, -0.2, 0.2]], "nbo_charge": [-0.6608, -0.7928, -0.7958, -0.6143, -0.6551, -0.7740, -0.8123, -0.6913, 0.6961, 0.7600, 0.7477, 0.8017, 0.6703, -0.6166, -0.9113, -0.6018, -0.7183, -0.4063, -0.5935, -0.5147, -0.1623, -0.3824, -0.3328, -0.3870, -0.1300, 0.4834, 0.4026, 0.3798, 0.4128, 0.4059, 0.2418, 0.2316, 0.2265, 0.1990, 0.2088, 0.1933, 0.1987, 0.2062, 0.1948, 0.2210, 0.1965, 0.1850, 0.2139, 0.1976, 0.2556, 0.1890, 0.2232, 0.2104], "homo_lumo_gap_ev": 5.50, "charge": -2, "e_homo_ev": -1.5, "e_lumo_ev": 3.96}

***

[2]
{"formula": "C13H32N2O9Zn", "method": "ωB97M-V with the def2-TZVPD basis set", "species": ["Zn", "O", "C", "O", "O", "H", "O", "C", "O", "O", "H", "C", "C", "C", "O", "H", "H", "H", "H", "H", "H", "H", "H", "C", "C", "C", "O", "C", "N", "H", "H", "H", "H", "H", "H", "H", "H", "H", "H", "H", "C", "C", "C", "O", "C", "N", "H", "H", "H", "H", "H", "H", "H", "H", "H", "H", "H"], "coordinates": [[-14.750, 12.759, -5.756], [-17.399, 11.900, -3.000], [-17.173, 13.066, -3.717], [-17.779, 14.078, -3.373], [-16.346, 12.945, -4.657], [-17.983, 12.236, -2.310], [-16.070, 9.185, -7.681], [-15.251, 10.281, -7.689], [-15.387, 11.068, -6.699], [-14.447, 10.426, -8.612], [-16.540, 9.302, -6.846], [-13.219, 16.756, -5.876], [-12.673, 15.529, -5.167], [-12.026, 15.889, -3.815], [-13.736, 14.583, -4.977], [-13.507, 16.641, -6.918], [-12.478, 17.564, -5.826], [-14.070, 17.194, -5.338], [-11.921, 15.101, -5.830], [-12.535, 15.384, -3.002], [-11.993, 16.975, -3.700], [-10.955, 15.672, -3.820], [-14.362, 15.046, -4.403], [-13.969, 12.532, -2.154], [-13.068, 11.639, -2.995], [-12.950, 10.281, -2.334], [-12.126, 9.470, -3.134], [-12.093, 8.122, -2.701], [-13.684, 11.482, -4.346], [-15.003, 12.159, -2.150], [-14.090, 13.525, -2.588], [-13.663, 12.586, -1.110], [-12.082, 12.102, -3.067], [-13.967, 9.877, -2.206], [-12.522, 10.371, -1.325], [-11.783, 7.511, -3.544], [-13.074, 7.802, -2.343], [-11.369, 8.006, -1.888], [-13.088, 10.824, -4.853], [-14.474, 10.857, -4.144], [-12.758, 13.437, -9.641], [-13.435, 13.739, -8.332], [-14.930, 13.856, -8.484], [-15.512, 14.157, -7.230], [-16.722, 14.898, -7.279], [-13.224, 12.677, -7.296], [-13.019, 12.429, -9.977], [-11.678, 13.456, -9.495], [-13.074, 14.107, -10.440], [-13.000, 14.610, -7.835], [-15.296, 12.888, -8.849], [-15.194, 14.624, -9.216], [-17.184, 14.825, -6.293], [-17.448, 14.410, -7.936], [-16.516, 15.933, -7.550], [-12.239, 12.569, -7.073], [-13.526, 11.803, -7.761]], "atomic_forces_ev_per_a": [[0.4, -0.4, -0.2], [0.2, 0.4, -0.1], [-0.2, 0.4, 0.2], [0.1, -0.2, 0.0], [0.3, 0.0, -0.2], [-0.2, -0.3, 0.2], [0.3, 0.5, 0.2], [0.5, 0.3, -0.2], [-0.8, -0.5, 0.4], [-0.1, -0.2, -0.2], [-0.3, -0.2, 0.0], [0.1, 1.2, 0.4], [0.0, 0.5, -0.2], [0.6, 0.5, -0.8], [0.2, 0.3, 0.4], [0.0, -0.4, 0.0], [0.1, -0.2, -0.2], [-0.1, -0.3, 0.0], [-0.2, -0.5, 0.1], [0.1, 0.1, 0.2], [-0.6, -0.1, 0.3], [-0.2, -0.6, 0.2], [-0.3, -0.3, -0.1], [-0.8, 0.0, -0.1], [-0.5, 0.6, 0.2], [0.4, 0.3, 0.3], [-0.4, -0.2, -0.2], [0.2, 0.2, 0.1], [0.3, -1.1, 0.6], [0.2, -0.3, 0.0], [0.4, 0.0, 0.1], [0.2, 0.2, -0.1], [0.0, -0.1, -0.3], [0.1, -0.2, -0.2], [0.0, 0.1, 0.0], [0.0, 0.0, 0.0], [0.0, -0.1, -0.1], [-0.1, -0.1, 0.0], [0.1, 0.3, -0.1], [-0.3, 0.4, -0.3], [0.1, -0.6, -0.2], [0.4, -0.2, 1.4], [-0.2, 0.1, -0.5], [0.1, 0.1, 0.0], [-0.5, -0.7, 0.5], [-0.1, -0.1, -0.8], [0.0, 0.0, 0.1], [0.0, 0.2, -0.3], [0.2, 0.3, 0.1], [-0.3, 0.4, -0.5], [-0.1, 0.1, 0.0], [0.1, 0.1, 0.0], [0.3, 0.2, 0.1], [0.2, 0.2, -0.3], [-0.1, 0.0, -0.1], [0.0, 0.2, 0.0], [0.2, -0.1, 0.2]], "nbo_charge": [1.7338, -0.7352, 0.9792, -0.7312, -0.9311, 0.4874, -0.6976, 0.9795, -0.9323, -0.7433, 0.4864, -0.6339, 0.0920, -0.6454, -0.7659, 0.2181, 0.2142, 0.2108, 0.1799, 0.2250, 0.2157, 0.2221, 0.4907, -0.6308, -0.0692, -0.0731, -0.5508, -0.2467, -0.9074, 0.2326, 0.2160, 0.2152, 0.1971, 0.1666, 0.1737, 0.1971, 0.1715, 0.1700, 0.3919, 0.3877, -0.6346, -0.0666, -0.0829, -0.6082, -0.2573, -0.9629, 0.2392, 0.2123, 0.2164, 0.1857, 0.2112, 0.1860, 0.2340, 0.1840, 0.1739, 0.3747, 0.4347], "homo_lumo_gap_ev": 9.37, "e_homo_ev": -9.1, "e_lumo_ev": 0.27}

***

[3]
{"formula": "C4H6O2S", "method": "ωB97M-V with the def2-TZVPD basis set", "species": ["C", "C", "C", "C", "H", "H", "H", "H", "H", "H", "O", "O", "S"], "coordinates": [[-0.411, 0.117, -1.402], [1.062, 0.012, -1.611], [1.801, -0.147, -0.498], [1.117, -0.236, 0.732], [-0.965, -0.739, -1.711], [-0.871, 1.148, -1.603], [1.635, 0.130, -2.547], [2.918, -0.326, -0.496], [1.550, 0.669, 1.270], [1.373, -1.065, 1.551], [-0.908, 1.351, 0.917], [-1.267, -1.175, 0.823], [-0.603, 0.019, 0.393]], "atomic_forces_ev_per_a": [[-0.6, 1.8, 0.7], [1.9, 0.3, 0.3], [1.9, -1.6, -2.8], [1.4, 0.4, 5.0], [-0.6, -0.3, -1.0], [0.5, -1.7, -0.3], [-1.0, -0.1, 0.2], [-1.4, 0.5, -0.3], [-1.1, -0.6, -0.1], [-0.8, 1.2, -2.3], [-0.5, -1.4, -0.7], [-0.9, -0.1, -0.2], [1.4, 1.5, 1.5]], "nbo_charge": [-0.6867, -0.2251, -0.1706, -0.7523, 0.2535, 0.2674, 0.2337, 0.2286, 0.2660, 0.2728, -0.9312, -0.9240, 2.1679], "homo_lumo_gap_ev": 10.78, "e_homo_ev": -10.0, "de_lowest_kj_mol": 182.3, "e_lumo_ev": 0.79, "smiles": "O=S1(=O)CC=CC1"}

***

[4]
{"formula": "C4H14N3OP", "method": "ωB97M-V with the def2-TZVPD basis set", "species": ["C", "C", "C", "C", "N", "N", "N", "O", "P", "H", "H", "H", "H", "H", "H", "H", "H", "H", "H", "H", "H", "H", "H"], "coordinates": [[-2.292, -2.487, 0.714], [0.241, 2.517, 1.258], [0.976, 0.309, 1.207], [-2.013, -1.336, -0.230], [3.128, 1.909, -1.874], [-0.861, -1.466, -1.079], [0.912, 1.644, 0.684], [1.181, 0.400, -1.776], [1.487, 1.837, -1.543], [-3.059, -2.093, 1.291], [-2.639, -3.350, 0.180], [-1.516, -2.743, 1.399], [-1.049, -1.864, -2.012], [-0.460, 2.267, 2.023], [0.650, 3.521, 1.168], [1.996, 0.158, 1.393], [0.318, 0.048, 2.066], [0.706, -0.496, 0.482], [-2.947, -1.226, -0.723], [-1.771, -0.621, 0.543], [3.639, 2.684, -1.857], [3.675, 1.012, -2.050], [-0.300, -0.623, -1.266]], "atomic_forces_ev_per_a": [[0.5, -0.6, -1.2], [0.9, 1.1, 0.7], [-2.3, -1.9, -0.9], [1.5, -0.8, 1.1], [-1.5, -5.4, -0.1], [0.6, -0.3, -1.3], [0.9, -1.2, 0.0], [-0.3, 0.0, 0.0], [0.6, 0.2, -1.0], [-1.9, 0.3, 1.3], [-0.2, -0.7, -0.1], [1.0, -0.2, 0.2], [-0.1, 0.1, 0.9], [-0.5, 0.0, 0.7], [-1.1, 0.5, -0.6], [1.4, -0.4, 0.8], [0.5, 0.8, -0.1], [0.3, 0.9, 0.0], [-0.9, 1.1, -0.7], [-0.3, 1.4, -0.5], [2.5, 4.0, 0.1], [-1.2, 1.7, 0.4], [-0.6, -0.4, 0.2]], "nbo_charge": [-0.5931, -0.0097, -0.4709, -0.2112, -1.1916, -0.8914, -0.4281, -1.1388, 1.4575, 0.1912, 0.1917, 0.1960, 0.3574, 0.1592, 0.1855, 0.2188, 0.1855, 0.2598, 0.1665, 0.1695, 0.3769, 0.4066, 0.4131], "homo_lumo_gap_ev": 8.84, "e_homo_ev": -8.3, "de_lowest_kj_mol": 277.6, "e_lumo_ev": 0.57}

***

Copy entry 3 word for word.
{"formula": "C4H6O2S", "method": "ωB97M-V with the def2-TZVPD basis set", "species": ["C", "C", "C", "C", "H", "H", "H", "H", "H", "H", "O", "O", "S"], "coordinates": [[-0.411, 0.117, -1.402], [1.062, 0.012, -1.611], [1.801, -0.147, -0.498], [1.117, -0.236, 0.732], [-0.965, -0.739, -1.711], [-0.871, 1.148, -1.603], [1.635, 0.130, -2.547], [2.918, -0.326, -0.496], [1.550, 0.669, 1.270], [1.373, -1.065, 1.551], [-0.908, 1.351, 0.917], [-1.267, -1.175, 0.823], [-0.603, 0.019, 0.393]], "atomic_forces_ev_per_a": [[-0.6, 1.8, 0.7], [1.9, 0.3, 0.3], [1.9, -1.6, -2.8], [1.4, 0.4, 5.0], [-0.6, -0.3, -1.0], [0.5, -1.7, -0.3], [-1.0, -0.1, 0.2], [-1.4, 0.5, -0.3], [-1.1, -0.6, -0.1], [-0.8, 1.2, -2.3], [-0.5, -1.4, -0.7], [-0.9, -0.1, -0.2], [1.4, 1.5, 1.5]], "nbo_charge": [-0.6867, -0.2251, -0.1706, -0.7523, 0.2535, 0.2674, 0.2337, 0.2286, 0.2660, 0.2728, -0.9312, -0.9240, 2.1679], "homo_lumo_gap_ev": 10.78, "e_homo_ev": -10.0, "de_lowest_kj_mol": 182.3, "e_lumo_ev": 0.79, "smiles": "O=S1(=O)CC=CC1"}

***

> Which formula does entry 4 have?

C4H14N3OP